# 1
This record from the OMol25 dataset describes a 11-piece molecular cluster, H22O11 overall. The level of theory is ωB97M-V/def2-TZVPD.

Geometry as XYZ:
```
33
Properties=species:S:1:pos:R:3:lowdin_spin:R:1
O 1.21330 2.25548 -1.96106 0.00
H 0.77885 2.55569 -1.16271 0.00
H 0.92564 2.86985 -2.63636 0.00
O -3.71277 -0.22891 -0.61807 0.00
H -2.98896 0.37011 -0.43499 0.00
H -3.28872 -1.06256 -0.82164 0.00
O 0.29649 -1.03165 3.27771 0.26
H 1.09268 -0.67387 2.88489 0.00
H -0.41744 -0.59269 2.81528 0.00
O 0.88139 -3.03288 -1.96480 0.16
H 0.87332 -2.07710 -2.01636 0.00
H -0.04034 -3.27638 -1.87907 0.00
O -1.05423 -0.04174 -0.21681 0.00
H -0.87652 0.89872 -0.23051 0.00
H -0.19671 -0.44612 -0.08503 0.00
O 2.00566 -0.68617 0.41002 0.01
H 1.95087 0.26837 0.36436 0.00
H 2.94371 -0.87073 0.45719 0.00
O -2.38796 -0.95275 2.20540 0.04
H -3.24136 -0.52543 2.27852 0.00
H -2.19127 -0.93725 1.26876 0.00
O -0.34692 3.46330 -0.05288 0.00
H -0.33687 4.40447 0.12123 0.00
H -1.26176 3.26621 -0.25406 0.00
O 1.64865 1.94895 1.40734 0.00
H 1.87114 2.22172 2.29748 0.00
H 1.01682 2.60226 1.10700 0.00
O 0.60726 -3.63345 1.14467 0.51
H 0.84540 -2.73705 1.38126 0.01
H 0.99770 -3.76542 0.28074 0.00
O 0.58009 -0.41024 -2.88970 0.00
H 1.34621 -0.66480 -3.40399 0.00
H 0.46657 0.52222 -3.07371 0.00
```

Calculated values
- Multiplicity: 2
- Energy above the lowest of the compared OMol25 structures with the same formula, charge and spin: 24.88 kcal per mole
- E_HOMO (alpha / beta): -14.140 / -14.135 eV
- Charge: +1
- ⟨S²⟩: 0.757
- Largest force on an atom: 1.51 eV Å⁻¹

# 2
This record from the OMol25 dataset describes a 4-piece molecular cluster, C29H60IN4O11P overall. The level of theory is ωB97M-V/def2-TZVPD.

Geometry as XYZ:
```
106
Properties=species:S:1:pos:R:3:lowdin_charge:R:1
C -2.03120 3.20130 3.01883 0.04
C -1.95798 1.96560 2.49182 -0.13
C -1.09964 1.72248 1.26637 -0.51
O -1.97983 1.84885 0.13797 -0.07
C -2.11708 3.15764 -0.38806 -0.14
C -3.61393 3.56763 -0.52322 -0.40
C -3.72196 4.58786 -1.66799 -0.03
O -4.45693 2.46023 -0.66207 0.00
O 0.03427 2.50035 1.22254 -0.04
C 1.21621 1.84333 0.79167 -0.31
C 1.94828 2.76866 -0.17605 0.01
C 0.72483 0.47663 0.26795 -0.37
O 0.28452 0.62347 -1.09756 0.01
C 1.74094 -0.66504 0.15533 -0.08
C 3.20526 -0.28038 -0.05741 -0.17
C 3.54116 0.10804 -1.50690 -0.06
C 4.96721 0.59047 -1.64062 -0.48
O 5.35465 1.21107 -2.59812 0.12
O 5.78699 0.25092 -0.61728 -0.04
C 6.79240 1.22513 -0.30573 -0.22
C 6.21811 2.57540 0.07018 -0.07
C -0.54499 0.22566 1.12726 -0.42
N -1.56010 -0.59600 0.47161 0.18
C -1.29688 -1.77559 0.31217 -0.32
O -1.03510 -2.88322 0.17427 0.20
P -0.43543 -0.46107 2.90523 0.67
O 0.46086 -1.83596 2.81933 -0.40
I 1.00510 1.03233 4.24718 0.54
H -2.07898 3.34727 4.09183 0.06
H -2.01871 4.07613 2.37961 0.06
H -2.54383 1.15327 2.90276 0.10
H -1.70930 3.14009 -1.40587 0.12
H -1.62648 3.92768 0.20411 0.13
H -3.84547 4.10212 0.39887 0.13
H -4.11068 5.53670 -1.29738 0.08
H -2.76267 4.82975 -2.12410 0.07
H -4.41533 4.24936 -2.43804 0.07
H -4.57950 2.25347 -1.59282 0.08
H 1.94694 1.60014 1.56668 0.08
H 1.73267 3.78677 0.14150 0.10
H 1.69763 2.61988 -1.22198 0.08
H 3.02120 2.63160 -0.05013 0.07
H -0.05792 1.51317 -1.23512 0.08
H 1.44199 -1.23522 -0.72484 0.13
H 1.70419 -1.35732 0.98778 0.09
H 3.54946 0.51790 0.60054 0.11
H 3.79997 -1.15297 0.20271 0.10
H 3.40084 -0.77359 -2.13437 0.14
H 2.87639 0.87554 -1.88685 0.11
H 7.54311 1.31046 -1.08901 0.12
H 7.31535 0.84147 0.56989 0.12
H 5.73408 3.07005 -0.76782 0.08
H 7.05142 3.20524 0.38524 0.08
H 5.55548 2.49762 0.93170 0.08
H 1.40977 -1.64721 2.77199 -0.01
C 3.84274 -2.42621 3.98960 -0.09
O 4.13141 -1.95147 2.68552 -0.21
C 5.46816 -1.53356 2.46943 -0.20
C 6.47675 -2.66581 2.23883 -0.42
C 6.85303 -3.43306 3.50299 -0.07
N 6.01150 -3.61904 1.22690 0.05
H 4.38760 -1.86836 4.75557 0.10
H 4.04859 -3.49414 4.08292 0.08
H 2.77461 -2.28387 4.15342 0.06
H 5.43521 -0.92773 1.56083 0.09
H 5.79271 -0.86934 3.28285 0.13
H 7.38959 -2.19661 1.85943 0.14
H 6.08964 -4.15665 3.78708 0.07
H 7.77283 -3.99376 3.33940 0.08
H 7.01804 -2.75714 4.34460 0.08
H 5.87488 -3.13096 0.34567 0.07
H 5.07671 -3.92036 1.49024 0.07
C -4.67794 -5.41764 3.16162 -0.11
O -3.51189 -4.70996 3.53307 -0.19
C -2.44479 -5.50652 4.00896 -0.21
C -1.62568 -6.22232 2.92471 -0.43
C -2.32876 -7.42785 2.30690 -0.07
N -1.21988 -5.30977 1.85361 0.04
H -4.85604 -6.27514 3.81762 0.09
H -4.62739 -5.74963 2.12214 0.07
H -5.51985 -4.73103 3.24873 0.09
H -1.77826 -4.80962 4.52366 0.12
H -2.80869 -6.21614 4.76572 0.12
H -0.71772 -6.59169 3.41210 0.13
H -3.07276 -7.13437 1.56736 0.06
H -1.60430 -8.05850 1.79184 0.07
H -2.82087 -8.03656 3.06860 0.08
H -0.64969 -4.56478 2.24554 0.06
H -2.05347 -4.83088 1.52535 0.06
C -5.28898 2.07110 -5.22035 -0.10
O -4.95153 3.42981 -5.00722 -0.21
C -4.55225 4.14014 -6.16426 -0.21
C -5.69584 4.59576 -7.08151 -0.43
C -6.31530 3.47486 -7.91102 -0.07
N -6.76009 5.27659 -6.33754 0.04
H -4.65426 1.61204 -5.98316 0.09
H -6.34012 1.96175 -5.49426 0.08
H -5.13946 1.54237 -4.27852 0.08
H -4.04974 5.03525 -5.78840 0.12
H -3.80024 3.56535 -6.72168 0.12
H -5.26437 5.31696 -7.78188 0.13
H -7.00931 2.86872 -7.33014 0.06
H -6.88278 3.89508 -8.74083 0.08
H -5.54921 2.81811 -8.32786 0.08
H -6.37540 6.09726 -5.87843 0.07
H -7.03622 4.67092 -5.56912 0.07
```

Calculated values
- SMILES: C=C[C@@]1(OC[C@@H](C)O)O[C@H](C)[C@@](O)(CCCC(=O)OCC)[C@@]1(N=C=O)P(O)I.COC[C@@H](C)N.COC[C@@H](C)N.COC[C@@H](C)N
- E_HOMO: -8.666 eV
- Charge: 0
- Largest force on an atom: 2.82 eV Å⁻¹

# 3
This record from the OMol25 dataset describes one molecule with the formula C2H5N3O2. The level of theory is ωB97M-V/def2-TZVPD.

Geometry as XYZ:
```
12
Properties=species:S:1:pos:R:3:nbo_charge:R:1
C 1.38170 -0.28835 -0.93618 -0.49
N 0.48615 0.28452 0.00825 -0.27
N 0.41926 -0.13029 1.26217 0.25
O 1.47047 -0.68795 1.60409 -0.39
C -0.97491 0.32138 -0.21000 0.79
N -1.15309 -0.09062 -1.63752 -0.90
O -1.80139 0.91438 0.43148 -0.53
H 1.13693 -0.23086 -2.07969 0.26
H 1.22528 -1.34904 -0.71490 0.20
H 2.30286 0.09641 -0.44026 0.26
H -2.12702 0.12421 -1.80471 0.41
H -0.59771 -1.09569 -1.79822 0.40
```

Calculated values
- Energy above the lowest of the compared OMol25 structures with the same formula, charge and spin: 128.22 kcal per mole
- SMILES: CN(N=O)C(N)=O
- E_HOMO: -9.910 eV
- Charge: 0
- Largest force on an atom: 5.99 eV Å⁻¹

# 4
This record from the OMol25 dataset describes one molecule with the formula C4H8N2O. The level of theory is ωB97M-V/def2-TZVPD.

Geometry as XYZ:
```
15
Properties=species:S:1:pos:R:3:nbo_charge:R:1
C -1.28063 -1.32255 0.05730 -0.64
C -0.25477 -0.26266 -0.27795 -0.01
C -0.69956 1.04741 -0.82115 -0.21
N -0.24612 1.01997 0.53956 -0.59
C 1.07732 -0.20965 0.41416 0.66
N 2.21407 0.22122 -0.24184 -0.82
O 1.10493 -0.59900 1.59432 -0.73
H -2.28871 -0.89420 0.13226 0.21
H -1.31384 -2.11315 -0.70268 0.23
H -1.01535 -1.77561 1.01532 0.25
H -0.05645 1.62342 -1.49447 0.20
H -1.76064 1.16083 -1.02801 0.22
H -0.40356 0.68202 1.50764 0.46
H 2.08520 0.73780 -1.10085 0.37
H 2.83810 0.68413 0.40639 0.39
```

Calculated values
- Energy above the lowest of the compared OMol25 structures with the same formula, charge and spin: 89.27 kcal per mole
- SMILES: C[C@@]12C[N@@H+]1[C@@]2(N)[O-]
- E_HOMO: -8.958 eV
- Charge: 0
- Largest force on an atom: 1.88 eV Å⁻¹

# 5
This record from the OMol25 dataset describes a 2-piece molecular cluster, C6H11PS overall. The level of theory is ωB97M-V/def2-TZVPD.

Geometry as XYZ:
```
19
Properties=species:S:1:pos:R:3:nbo_charge:R:1
C 0.21223 -2.88505 -2.43364 -0.35
C -0.62033 0.91604 2.00128 -0.45
C 0.68105 -1.85970 -1.69657 -0.59
C 0.66149 1.01385 1.66939 -0.06
C 1.73777 1.69066 2.58279 -0.66
C -2.41747 0.70104 -1.77587 -0.49
P 0.00741 -1.28081 -0.15853 0.47
S 1.31366 0.36416 0.03512 -0.06
H 0.77275 -3.29826 -3.22129 0.20
H -0.51148 -3.70533 -1.99658 0.19
H -1.28373 0.61029 1.28615 0.21
H -0.81733 1.32079 2.94192 0.21
H 1.39860 -1.25938 -2.18680 0.21
H 1.25222 2.45222 3.20561 0.22
H 2.12945 0.86547 3.21770 0.23
H 2.48837 2.18445 1.87331 0.23
H -2.88692 1.15244 -2.59147 0.16
H -1.91844 -0.29283 -1.86776 0.17
H -2.19930 1.30997 -0.88476 0.16
```

Calculated values
- Energy above the lowest of the compared OMol25 structures with the same formula, charge and spin: 102.86 kcal per mole
- E_HOMO (alpha / beta): -8.767 / -7.276 eV
- Charge: 0
- Largest force on an atom: 3.89 eV Å⁻¹